Record 1
Molecular formula: H4O2
Method: DFT, ωB97M-V with the def2-TZVPD basis set

The structure (SMILES) is O.O. The calculation puts the energy at -152.867027 hartree. For the energy above the lowest of the compared OMol25 structures with the same formula, charge and spin, the calculation gives 5.0 kcal/mol.

Positions of all 6 atoms, in Å:
O -0.274017 0.030420 -1.426125
H -1.161338 0.200745 -1.041701
H 0.115204 0.831855 -1.769807
O 0.385566 -0.087693 1.519988
H -0.601716 -0.156292 1.374230
H 0.755454 -0.418125 0.686371

Cartesian forces, eV/Å:
O -0.7616 -0.7957 0.4757
H 1.0597 0.3084 -0.6464
H -0.2972 0.4667 0.0674
O -1.5884 -0.2527 -0.3611
H 1.8032 0.0978 0.3063
H -0.2157 0.1755 0.1581

Atomic partial charges in e from the Löwdin method, atoms 1 to 4: number 1, O, carries -0.06; number 2, H, carries 0.06; number 3, H, carries 0.04; number 4, O, carries -0.10

***

Record 2
Molecular formula: C46H50BrNO7SSbZr
Method: DFT, ωB97M-V with the def2-TZVPD basis set

Its total charge is +1. The calculation puts the energy at -5623.689864 hartree. For the energy above the lowest of the compared OMol25 structures with the same formula, charge and spin, the calculation gives 0.0 kcal/mol.

Positions of all 108 atoms, in Å:
Zr -0.695518 0.923571 -0.503273
C -0.449028 -2.240673 -1.973074
O -0.776880 -1.433466 -0.835005
C -1.797698 -1.997560 0.001383
C -3.094714 -1.303778 -0.323627
O -2.779928 0.112863 -0.295244
C -3.867674 1.060382 -0.172190
C -3.743652 2.038982 -1.317848
O -2.359092 2.312456 -1.501497
C -2.124034 3.356789 -2.468589
H -0.128385 -3.219194 -1.618168
H -1.306672 -2.332300 -2.641342
H 0.359635 -1.746677 -2.498960
H -1.874043 -3.072693 -0.162445
H -1.510298 -1.807208 1.031709
H -3.466866 -1.542293 -1.320421
H -3.855941 -1.512708 0.425426
H -4.813281 0.524776 -0.211169
H -3.757055 1.550303 0.788879
H -4.148050 1.628757 -2.247399
H -4.276646 2.960656 -1.078074
H -2.534890 4.288682 -2.084466
H -1.051830 3.445240 -2.594423
H -2.585219 3.082028 -3.417128
C 3.984344 4.907233 4.511200
C 2.873137 4.576374 3.557400
C 1.823089 5.462787 3.339061
C 0.815535 5.168943 2.433197
C 0.859963 3.965961 1.745930
C 1.891747 3.055018 1.953140
C 2.893265 3.371080 2.848753
S -0.433880 3.611897 0.618232
O 0.227256 2.841082 -0.524929
O -1.029504 4.833726 0.180392
N -1.434552 2.524863 1.172797
C -1.309231 1.954750 2.512561
C -1.100479 0.463655 2.279873
O -1.761071 -0.410353 2.774138
O -0.154429 0.242754 1.352827
H 3.724845 5.743644 5.158143
H 4.888418 5.177118 3.960789
H 4.231214 4.049656 5.139040
H 1.794675 6.403315 3.875948
H 0.014814 5.874257 2.249274
H 1.918965 2.118971 1.411246
H 3.706451 2.671214 2.996789
H -2.216099 2.102746 3.094682
H -0.461688 2.343235 3.080775
Br 2.169345 0.334047 -0.870454
C 2.225391 0.914662 -2.690843
C 3.434969 1.176134 -3.250159
C 3.493139 1.460594 -4.632031
C 2.360030 1.408023 -5.388330
C 1.103346 1.112608 -4.801633
C -0.059042 0.970745 -5.596814
C -1.250622 0.647443 -5.018659
C -1.343774 0.541731 -3.613286
C -0.268670 0.701491 -2.768108
C 0.996936 0.917042 -3.400182
H 4.341630 1.141649 -2.660032
H 4.449768 1.682645 -5.086021
H 2.404724 1.580416 -6.457267
H 0.021139 1.099136 -6.670055
H -2.131441 0.503188 -5.632097
H -2.330919 0.349056 -3.198540
C 3.384104 -4.200966 4.533335
C 2.582322 -5.146303 3.678233
C 2.354736 -6.431945 4.174481
C 1.663972 -7.387798 3.449737
C 1.173592 -7.070276 2.192555
C 1.376839 -5.794234 1.694404
C 2.077731 -4.820337 2.411816
Sb 2.178813 -3.014183 1.240614
C 3.525204 -1.652167 2.210644
C 4.779162 -1.395495 1.657381
C 5.628875 -0.447213 2.210129
C 5.230876 0.250485 3.340600
C 3.979780 0.010676 3.890752
C 3.105828 -0.917227 3.328656
C 1.737614 -1.087180 3.938752
C 3.534917 -3.761643 -0.235466
C 3.251275 -3.356126 -1.539908
C 4.020347 -3.769431 -2.618308
C 5.095290 -4.614775 -2.390666
C 5.390404 -5.022838 -1.097702
C 4.628050 -4.609219 -0.005558
C 4.993410 -5.102425 1.369665
H 4.095613 -4.756759 5.144802
H 2.744988 -3.639242 5.218817
H 3.943370 -3.478712 3.941083
H 2.746737 -6.687784 5.152995
H 1.518430 -8.378444 3.861945
H 0.641714 -7.807637 1.604155
H 0.981779 -5.559896 0.708054
H 5.110061 -1.953661 0.787631
H 6.603314 -0.275163 1.769809
H 5.895682 0.974278 3.796898
H 3.670711 0.546487 4.783395
H 1.773627 -0.954456 5.020855
H 1.300937 -2.067579 3.744493
H 1.046027 -0.345503 3.535744
H 2.416836 -2.685007 -1.713890
H 3.784790 -3.434745 -3.621587
H 5.708459 -4.956946 -3.214900
H 6.235696 -5.680045 -0.926564
H 6.031071 -5.437030 1.391503
H 4.360860 -5.942064 1.669512
H 4.877681 -4.323247 2.126203

Cartesian forces, eV/Å:
Zr -0.1406 0.2067 -0.2149
C 0.0518 -0.0552 -0.0110
O -0.1147 0.2770 0.1045
C 0.0611 -0.1232 -0.0095
C 0.0267 0.1769 0.0347
O 0.0814 0.1056 0.1210
C 0.0345 -0.1321 -0.0743
C 0.0614 -0.0122 -0.0086
O 0.0801 -0.0387 0.0770
C -0.0364 -0.0374 0.0452
H 0.0263 -0.0344 0.0021
H -0.0098 -0.0034 -0.0089
H 0.0171 -0.0155 -0.0153
H 0.0135 0.0064 -0.0113
H 0.0103 -0.0268 0.0720
H -0.0359 -0.0222 -0.0472
H -0.0034 -0.0327 0.0611
H -0.0491 0.0000 -0.0148
H 0.0058 0.0604 0.0762
H -0.0074 -0.0315 -0.0398
H -0.0235 0.0353 0.0127
H 0.0029 0.0211 0.0113
H 0.0346 0.0131 0.0114
H -0.0279 -0.0188 -0.0129
C 0.0401 -0.0062 0.0273
C -0.0027 -0.0503 -0.0456
C 0.0098 0.0151 0.0132
C -0.0274 0.1036 0.0255
C -0.0653 -0.0049 -0.0006
C -0.0199 -0.0128 -0.0459
C 0.0154 0.0420 0.0580
S 0.1508 -0.3077 0.0083
O 0.0200 0.1750 -0.1119
O -0.0884 0.0098 0.0159
N 0.2786 -0.2535 -0.2394
C -0.1900 -0.0715 -0.0084
C 0.2515 0.1980 -0.1039
O -0.0047 -0.0762 0.2358
O -0.2775 -0.2197 -0.1673
H -0.0137 -0.0103 -0.0190
H -0.0196 -0.0010 0.0041
H -0.0180 0.0166 -0.0222
H 0.0083 -0.0266 -0.0082
H 0.0172 -0.0547 -0.0097
H 0.0053 -0.0019 0.0085
H -0.0145 -0.0015 0.0148
H -0.0351 0.0115 0.0299
H 0.0298 0.0603 0.0178
Br -0.2396 0.0395 0.2022
C -0.1239 -0.0289 -0.0458
C 0.0866 -0.0310 0.0283
C -0.0008 0.0013 -0.0529
C 0.0366 0.0134 0.0070
C 0.0017 0.0160 -0.0122
C -0.0198 -0.0088 -0.0418
C -0.0106 -0.0001 -0.0232
C -0.0152 0.0137 0.0268
C 0.3374 0.1402 0.0466
C -0.0183 -0.0502 0.0041
H -0.0397 0.0022 -0.0079
H -0.0190 0.0024 0.0136
H 0.0056 -0.0075 0.0276
H 0.0034 0.0022 0.0305
H -0.0038 -0.0001 0.0087
H -0.0441 0.0014 -0.0055
C 0.0305 0.0683 -0.0117
C -0.0548 -0.0137 -0.0269
C 0.0083 0.0436 -0.0163
C -0.0005 -0.0275 -0.0093
C 0.0167 -0.0309 0.0050
C -0.0618 0.0728 0.0162
C -0.0530 -0.0675 0.1519
Sb -0.1587 -0.0510 -0.0551
C 0.0402 0.0910 0.0686
C -0.0002 -0.0750 -0.0302
C 0.0117 0.0004 0.0185
C -0.0025 -0.0066 -0.0161
C -0.0065 0.0057 0.0160
C -0.0326 -0.0240 -0.0246
C 0.0385 -0.0015 0.0600
C 0.0543 0.0504 -0.0690
C 0.0268 0.0270 -0.0044
C 0.0422 -0.0179 -0.0081
C -0.0165 0.0053 0.0230
C -0.0277 0.0144 0.0163
C -0.0091 -0.0703 0.0338
C 0.1256 0.0066 -0.0057
H -0.0119 0.0051 -0.0088
H -0.0394 0.0117 -0.0310
H -0.0256 -0.0122 0.0105
H 0.0028 0.0103 -0.0250
H -0.0064 0.0208 -0.0085
H 0.0088 0.0196 0.0178
H 0.0259 0.0138 0.0134
H -0.0238 0.0096 0.0159
H -0.0184 0.0130 0.0215
H -0.0065 -0.0170 0.0054
H 0.0118 0.0043 -0.0394
H 0.0035 -0.0002 -0.0139
H 0.0160 -0.0366 0.0052
H 0.0273 -0.0182 0.0053
H -0.0153 -0.0191 -0.0310
H 0.0011 -0.0102 0.0267
H -0.0119 0.0141 0.0038
H -0.0130 0.0130 0.0000
H -0.0138 0.0006 -0.0151
H 0.0590 0.0483 -0.0463
H 0.0130 -0.0278 -0.0825

Atomic partial charges in e from the Löwdin method, atoms 1 to 4: number 1, Zr, carries 1.78; number 2, C, carries -0.06; number 3, O, carries -0.36; number 4, C, carries -0.15

***

Please write out number 1 again, unchanged.
Molecular formula: H4O2
Method: DFT, ωB97M-V with the def2-TZVPD basis set

The structure (SMILES) is O.O. The calculation puts the energy at -152.867027 hartree. For the energy above the lowest of the compared OMol25 structures with the same formula, charge and spin, the calculation gives 5.0 kcal/mol.

Positions of all 6 atoms, in Å:
O -0.274017 0.030420 -1.426125
H -1.161338 0.200745 -1.041701
H 0.115204 0.831855 -1.769807
O 0.385566 -0.087693 1.519988
H -0.601716 -0.156292 1.374230
H 0.755454 -0.418125 0.686371

Cartesian forces, eV/Å:
O -0.7616 -0.7957 0.4757
H 1.0597 0.3084 -0.6464
H -0.2972 0.4667 0.0674
O -1.5884 -0.2527 -0.3611
H 1.8032 0.0978 0.3063
H -0.2157 0.1755 0.1581

Atomic partial charges in e from the Löwdin method, atoms 1 to 4: number 1, O, carries -0.06; number 2, H, carries 0.06; number 3, H, carries 0.04; number 4, O, carries -0.10